Formula: C3H5N2O3S
Source: the Open Molecules 2025 dataset
Level of theory: ωB97M-V/def2-TZVPD

Geometry as XYZ:
```
14
Properties=species:S:1:pos:R:3:forces:R:3:lowdin_charge:R:1
N -2.388909 -0.395712 1.822659 0.0783 0.0178 -0.0844 0.13
H 1.683224 -0.956898 2.096744 0.2688 -0.1802 0.2250 -0.04
C -2.029694 -0.226309 0.742611 -0.8175 -0.1396 0.6534 -0.15
H 0.256788 1.205157 -1.034280 0.0980 -0.1465 0.0419 0.00
C 1.155534 -0.284487 1.446765 0.7952 -0.0055 -1.0893 -0.37
H 0.109398 -0.145635 1.623069 -0.2390 0.1390 -0.0134 -0.05
C -1.679631 0.006485 -0.684479 0.1545 0.3439 -0.7772 -0.74
H 0.247795 -1.187559 -1.370512 -0.1410 0.1245 0.1780 -0.01
N 1.248609 1.225213 -0.784064 0.4759 -0.1572 -0.2160 -0.21
O 1.228606 -1.216031 -1.265984 0.7819 0.2627 0.4025 -0.39
O -1.418507 -1.021626 -1.336324 -0.1526 -0.0432 0.0927 -0.03
O -1.652525 1.198862 -1.028149 -0.1240 -0.2048 0.1545 -0.02
S 1.836470 -0.215153 -0.058863 -1.2101 0.1911 0.1918 0.85
H 1.402843 2.013692 -0.169193 0.0317 -0.2021 0.2405 0.03
```
Forces are in eV/Å.

* highest occupied orbital energy: -4.60 eV
* ΔE to the lowest compared entry with this formula, charge and spin: 0.000 eV
* net charge: -1

=====

Formula: C5H10O2
Source: the Open Molecules 2025 dataset
Level of theory: ωB97M-V/def2-TZVPD

Geometry as XYZ:
```
17
Properties=species:S:1:pos:R:3:forces:R:3:lowdin_charge:R:1
H 0.090405 1.327017 1.823599 0.1855 -0.0361 -0.0606 0.12
H 2.994805 -0.485954 -0.032434 -0.0528 0.0495 -0.1130 0.09
H -0.748923 -0.036056 -1.315739 -0.0780 -0.1625 -0.0258 0.07
H -2.909012 -0.555923 1.414322 -0.0889 -0.0554 -0.1891 0.05
H 1.472808 -0.952075 -0.832504 0.1333 0.1448 0.0622 0.08
C 0.377616 0.662182 1.013101 0.0986 0.0084 0.2530 -0.12
O 0.080343 1.187130 -0.287844 -0.0618 0.0906 -0.0748 -0.10
H 1.981946 1.924906 0.209883 0.0389 -0.0955 -0.0075 0.14
C 2.162950 -0.122069 -0.643768 0.0345 0.0136 -0.0494 -0.03
H -2.072572 -2.229390 -0.179834 -0.0743 0.1186 0.0022 0.11
H -2.193374 0.812101 0.380771 -0.0826 -0.2097 -0.0024 0.06
C 1.447847 0.987052 0.076834 0.2918 0.0465 0.0461 -0.32
C -2.371582 -0.250219 0.525586 -0.0690 -0.1227 -0.1329 -0.02
O -1.112818 -0.941504 -1.401122 -0.0346 0.1295 0.0504 -0.02
H 2.557623 0.224971 -1.603186 -0.0180 -0.0523 0.1129 0.08
H 0.134861 -0.386230 1.170414 0.0148 0.2110 -0.1036 0.11
C -1.892923 -1.165939 -0.318080 -0.2374 -0.0784 0.2322 -0.29
```
Forces are in eV/Å.

* highest occupied orbital energy: -8.71 eV
* ΔE to the lowest compared entry with this formula, charge and spin: 2.981 eV
* net charge: 0
* structure (SMILES): C[C@@H]1CO1.C=CO

=====

Formula: C4H10O
Source: the Open Molecules 2025 dataset
Level of theory: ωB97M-V/def2-TZVPD

Geometry as XYZ:
```
15
Properties=species:S:1:pos:R:3:forces:R:3:lowdin_charge:R:1
H 4.032589 -0.618103 0.516733 0.1857 -0.5276 -0.4593 0.03
O 3.405700 -0.776820 -0.197112 -0.6481 0.2603 -0.2036 -0.07
C -1.368264 0.619609 -1.013883 2.1248 -0.8539 1.8243 -0.14
H -1.922501 0.264014 -1.837151 -0.2242 0.2402 -1.4266 0.05
H 0.009688 -1.285804 1.837244 -0.5212 2.0109 -1.0943 0.11
H -1.611717 2.898969 -1.165136 0.3550 -2.8531 1.5360 0.10
H 0.361928 -0.860653 -0.719405 1.7367 -0.0307 -0.9439 0.05
H 3.666012 -1.481691 -0.805209 0.4382 0.2579 0.6547 0.04
C -0.556155 -0.440363 1.250441 2.2831 -1.9861 -0.9264 -0.12
H -0.334181 0.592977 1.508381 0.7788 -0.3782 0.2020 0.04
H -1.259794 -1.511056 -0.513506 0.3414 -0.2419 0.0106 0.08
C -1.300056 1.892330 -0.572674 -0.8711 0.5494 -0.9284 -0.04
H -1.532211 -0.580944 1.529887 -2.5831 -0.2573 0.9079 0.02
C -0.571677 -0.691709 -0.302629 -3.9248 3.1408 1.5474 -0.18
H -1.019361 1.979247 0.484020 0.5290 0.6691 -0.7003 0.02
```
Forces are in eV/Å.

* highest occupied orbital energy: -9.26 eV
* ΔE to the lowest compared entry with this formula, charge and spin: 2.392 eV
* net charge: 0
* structure (SMILES): C=CCC.O